The following is a DFT calculation (ωB97M-V/def2-TZVPD) of Cl5F2NO4S2Y as an isolated structure in a non-equilibrium geometry.

CARTESIAN COORDINATES (ANGSTROEM)
1 Y -0.601 -1.591 0.689
2 Cl -1.412 -3.963 1.881
3 Cl -2.615 -1.718 -1.213
4 Cl 1.327 -1.435 2.611
5 Cl 0.963 -3.137 -0.910
6 Cl -2.501 -0.329 2.272
7 N 0.276 0.308 -0.148
8 S 0.967 0.766 -1.455
9 O 2.416 0.814 -1.374
10 O 0.366 1.763 -2.387
11 F 0.774 -0.520 -2.420
12 S 0.109 1.988 0.296
13 O -1.160 2.507 -0.062
14 O 1.183 2.947 0.359
15 F -0.091 1.601 1.862

Computed properties:
HOMO-LUMO gap	6.84	eV
total charge	-3
HOMO	0.163	eV

---

The following is a DFT calculation (ωB97M-V/def2-TZVPD) of C35H58Br21NO6S as an isolated structure in a non-equilibrium geometry.

CARTESIAN COORDINATES (ANGSTROEM)
1 C -1.655 -0.944 -2.069
2 C -2.367 -0.068 -1.138
3 C -1.433 0.992 -0.355
4 C -0.683 0.074 0.746
5 C 0.889 0.106 0.857
6 C 1.400 -0.810 2.014
7 C 0.527 -1.656 2.960
8 N -0.905 -1.684 2.787
9 C -1.407 -0.861 1.741
10 O -0.609 1.524 -1.441
11 S -1.636 2.513 -2.358
12 O -0.786 3.614 -2.966
13 O -2.309 1.920 -3.565
14 O -2.620 2.949 -1.045
15 C -2.141 2.340 0.219
16 C -3.502 2.058 1.005
17 C -4.349 3.374 1.362
18 O -5.770 2.978 1.275
19 C -6.010 2.153 2.429
20 O -6.717 1.128 2.345
21 C -0.984 3.233 0.893
22 Br -0.959 5.080 0.068
23 C -1.126 3.464 2.471
24 C -0.847 2.171 3.381
25 H -1.721 -0.755 -3.191
26 H -0.994 -1.757 -1.625
27 H -3.505 -0.142 -0.969
28 H 1.557 0.721 0.177
29 H 2.534 -0.847 2.182
30 H 1.011 -2.268 3.801
31 H -2.555 -0.886 1.619
32 H -3.364 1.421 1.942
33 H -4.166 1.433 0.295
34 H -4.200 3.691 2.460
35 H -4.125 4.279 0.708
36 H -5.610 2.424 3.477
37 H 0.072 2.819 0.688
38 H -2.117 3.914 2.809
39 H -0.315 4.238 2.755
40 H -1.651 1.381 3.218
41 H -0.969 2.520 4.479
42 H 0.224 1.773 3.308
43 Br -0.606 -1.554 5.318
44 C -0.812 -2.135 7.169
45 C 0.049 -3.340 7.462
46 Br -0.734 -4.965 6.722
47 H -1.875 -2.315 7.330
48 H -0.497 -1.282 7.773
49 H 0.109 -3.518 8.537
50 H 1.057 -3.259 7.056
51 Br 2.160 -3.175 0.848
52 C 3.070 -3.609 -0.824
53 C 4.101 -2.566 -1.174
54 Br 3.264 -0.957 -1.891
55 H 2.298 -3.724 -1.585
56 H 3.546 -4.575 -0.646
57 H 4.755 -2.925 -1.970
58 H 4.707 -2.257 -0.323
59 Br -1.343 -4.064 1.814
60 C -1.452 -5.373 0.377
61 C -0.929 -4.783 -0.898
62 Br -2.233 -3.565 -1.673
63 H -2.491 -5.697 0.313
64 H -0.835 -6.214 0.698
65 H -0.771 -5.557 -1.652
66 H -0.005 -4.219 -0.765
67 Br -0.951 8.518 -1.567
68 C 0.954 8.121 -1.668
69 C 1.686 8.640 -0.456
70 Br 1.947 10.570 -0.559
71 H 1.318 8.542 -2.605
72 H 1.015 7.032 -1.716
73 H 2.692 8.221 -0.405
74 H 1.166 8.440 0.481
75 Br -4.308 5.875 -2.532
76 C -4.432 4.558 -3.964
77 C -3.875 5.101 -5.256
78 Br -5.123 6.336 -6.102
79 H -5.479 4.264 -4.035
80 H -3.843 3.707 -3.620
81 H -3.735 4.297 -5.981
82 H -2.935 5.637 -5.128
83 Br 2.144 -8.614 4.578
84 C 1.154 -7.138 3.777
85 C 2.042 -6.298 2.894
86 Br 3.189 -5.129 3.951
87 H 0.703 -6.576 4.595
88 H 0.365 -7.611 3.189
89 H 1.444 -5.625 2.276
90 H 2.696 -6.888 2.252
91 Br -3.306 8.735 1.401
92 C -4.767 7.623 0.751
93 C -5.750 7.307 1.849
94 Br -5.041 5.931 3.033
95 H -4.317 6.733 0.310
96 H -5.243 8.211 -0.036
97 H -6.668 6.885 1.436
98 H -6.000 8.167 2.470
99 Br 2.458 0.323 -6.920
100 C 0.646 1.022 -6.747
101 C -0.020 0.512 -5.495
102 Br -0.609 -1.336 -5.707
103 H 0.114 0.752 -7.659
104 H 0.763 2.106 -6.706
105 H -0.930 1.077 -5.285
106 H 0.629 0.540 -4.619
107 Br 6.357 -2.885 1.855
108 C 7.939 -3.837 1.232
109 C 7.911 -4.014 -0.266
110 Br 6.679 -5.432 -0.787
111 H 7.979 -4.780 1.778
112 H 8.783 -3.214 1.531
113 H 8.887 -4.334 -0.634
114 H 7.604 -3.114 -0.800
115 Br 4.607 -7.829 -2.726
116 C 5.509 -8.253 -4.400
117 C 6.541 -7.208 -4.745
118 Br 5.705 -5.593 -5.448
119 H 4.736 -8.363 -5.160
120 H 5.985 -9.220 -4.230
121 H 7.194 -7.561 -5.545
122 H 7.149 -6.905 -3.892

Computed properties:
HOMO-LUMO gap	7.11	eV
total charge	0
HOMO	-7.868	eV

---

The following is a DFT calculation (ωB97M-V/def2-TZVPD) of a 2-piece molecular cluster, CH4N4O overall in a non-equilibrium geometry.

CARTESIAN COORDINATES (ANGSTROEM)
1 C 0.002 0.786 -0.224
2 N -2.115 -0.263 -0.056
3 N -3.137 -0.593 0.277
4 N 0.107 -2.353 -0.296
5 N -1.085 -0.046 -0.602
6 O 1.115 -1.829 0.138
7 H -0.272 1.511 0.547
8 H 0.828 0.162 0.150
9 H 0.348 1.301 -1.117
10 H -0.525 -2.691 0.478

Computed properties:
HOMO-LUMO gap (spin up / spin down)	9.11 / 9.12	eV
total charge	0
HOMO (spin up / spin down)	-9.457 / -9.460	eV

---

The following is a DFT calculation (ωB97M-V/def2-TZVPD) of a 2-piece molecular cluster, C2H3O2S overall in a non-equilibrium geometry.

CARTESIAN COORDINATES (ANGSTROEM)
1 C 1.343 0.173 0.114
2 C -1.271 -1.248 -0.498
3 O 0.555 2.260 0.740
4 O 2.239 0.337 -0.593
5 S 0.157 -1.210 0.401
6 H -2.053 -0.906 0.058
7 H -1.119 -0.968 -1.512
8 H 0.149 1.562 1.291

Computed properties:
HOMO-LUMO gap (spin up / spin down)	6.89 / 6.89	eV
total charge	-1
HOMO (spin up / spin down)	-3.208 / -3.209	eV

---

The following is a DFT calculation (ωB97M-V/def2-TZVPD) of one molecule with the formula C5H11N in a non-equilibrium geometry.

CARTESIAN COORDINATES (ANGSTROEM)
1 C -2.056 -0.346 0.256
2 C -0.681 -0.244 -0.493
3 C 0.539 0.314 0.287
4 C 1.366 1.025 -0.546
5 C 2.850 0.935 -0.712
6 N -1.985 -1.403 1.294
7 H -2.765 -0.633 -0.474
8 H -2.337 0.631 0.656
9 H -0.903 0.555 -1.134
10 H -0.370 -1.290 -0.887
11 H 0.971 -0.164 1.168
12 H 0.917 1.735 -1.213
13 H 3.302 0.578 0.111
14 H 3.104 1.911 -1.018
15 H 2.935 0.138 -1.650
16 H -1.095 -1.395 1.713
17 H -1.969 -2.339 0.929

Computed properties:
SMILES string	C/C=C/CCN
HOMO-LUMO gap	9.54	eV
total charge	0
HOMO	-8.418	eV

---

The following is a DFT calculation (ωB97M-V/def2-TZVPD) of one molecule with the formula C3H4N2 in a non-equilibrium geometry.

CARTESIAN COORDINATES (ANGSTROEM)
1 C 0.618 0.889 0.097
2 C -0.086 -1.511 0.460
3 N -0.309 -0.214 0.385
4 C -1.406 -0.495 -0.421
5 N -2.341 -0.370 -1.098
6 H 0.992 -1.758 0.508
7 H 0.128 1.831 0.345
8 H 0.885 0.909 -0.961
9 H 1.519 0.720 0.687

Computed properties:
HOMO-LUMO gap	8.88	eV
total charge	0
HOMO	-8.966	eV

---

The following is a DFT calculation (ωB97M-V/def2-TZVPD) of C2H3Yb as an isolated structure in a non-equilibrium geometry.

CARTESIAN COORDINATES (ANGSTROEM)
1 C -1.324 0.601 -0.045
2 H -2.281 1.136 -0.003
3 C -0.894 -0.610 -0.160
4 H -1.296 -1.629 -0.226
5 H 2.422 -0.529 -0.198
6 Yb 1.104 0.785 0.350

Computed properties:
HOMO-LUMO gap (spin up / spin down)	6.50 / 7.45	eV
total charge	+1
multiplicity	3
expectation value of S²	2.01
HOMO (spin up / spin down)	-12.551 / -14.598	eV

---

The following is a DFT calculation (ωB97M-V/def2-TZVPD) of a 15-piece molecular cluster, C56H145BN13O22 overall in a non-equilibrium geometry.

CARTESIAN COORDINATES (ANGSTROEM)
1 O 1.739 -3.135 -2.242
2 C 1.144 -2.193 -1.637
3 O 1.148 -1.854 -0.417
4 B 0.265 -0.631 -0.255
5 O -0.255 -0.324 -1.626
6 C 0.200 -1.222 -2.434
7 O -0.148 -1.359 -3.581
8 O 0.979 0.508 0.429
9 C 0.321 0.899 1.458
10 O 0.698 1.788 2.247
11 C -0.991 0.088 1.585
12 O -0.946 -0.779 0.577
13 O -1.799 0.162 2.505
14 C -4.925 -4.364 -1.510
15 C -4.454 -3.022 -0.831
16 C -4.977 -2.881 0.693
17 O -5.915 -1.812 0.815
18 C -5.249 -0.628 1.094
19 N -2.986 -2.947 -0.750
20 H -4.710 -5.176 -0.815
21 H -4.469 -4.481 -2.493
22 H -6.014 -4.343 -1.547
23 H -4.839 -2.150 -1.360
24 H -4.170 -2.806 1.423
25 H -5.509 -3.770 1.033
26 H -4.443 -0.476 0.376
27 H -4.954 -0.569 2.142
28 H -5.839 0.288 1.065
29 H -2.840 -2.095 -0.227
30 H -2.552 -3.635 -0.153
31 C 4.397 -0.105 1.439
32 C 5.303 -1.086 2.174
33 C 5.956 -2.103 1.247
34 O 6.707 -3.056 2.002
35 C 7.220 -4.177 1.300
36 N 6.362 -0.285 2.894
37 H 3.710 -0.546 0.717
38 H 5.044 0.515 0.818
39 H 3.800 0.446 2.165
40 H 4.730 -1.613 2.938
41 H 6.567 -1.724 0.428
42 H 5.120 -2.555 0.713
43 H 6.527 -4.951 0.969
44 H 7.987 -4.639 1.922
45 H 7.803 -3.721 0.500
46 H 6.106 0.444 3.545
47 H 6.867 -0.934 3.480
48 C 2.681 0.129 -6.761
49 C 1.636 1.178 -6.180
50 C 0.195 1.071 -6.882
51 O 0.541 1.208 -8.244
52 C -0.579 0.957 -9.136
53 N 1.436 0.904 -4.763
54 H 2.329 -0.902 -6.738
55 H 3.559 0.338 -6.150
56 H 2.916 0.376 -7.797
57 H 2.024 2.186 -6.324
58 H -0.541 1.757 -6.463
59 H -0.224 0.089 -6.665
60 H -1.207 1.844 -9.053
61 H -1.093 0.030 -8.883
62 H -0.330 0.906 -10.196
63 H 2.196 0.685 -4.135
64 H 0.978 0.003 -4.765
65 C 0.207 8.279 -1.776
66 C -0.039 7.172 -0.913
67 C -0.582 5.912 -1.599
68 O -0.989 4.836 -0.669
69 C -0.779 3.483 -1.097
70 N 1.220 6.805 -0.299
71 H 0.392 9.183 -1.196
72 H -0.563 8.468 -2.523
73 H 1.103 8.081 -2.365
74 H -0.807 7.493 -0.209
75 H 0.171 5.676 -2.351
76 H -1.469 6.148 -2.188
77 H -0.186 3.432 -2.010
78 H -1.678 2.869 -1.036
79 H -0.128 2.924 -0.425
80 H 1.141 5.808 -0.156
81 H 1.871 6.816 -1.072
82 C -4.793 0.184 6.817
83 C -4.545 1.408 5.836
84 C -4.483 2.769 6.603
85 O -4.351 3.827 5.578
86 C -3.521 4.870 5.926
87 N -3.271 1.258 5.164
88 H -5.723 0.374 7.353
89 H -4.003 0.083 7.561
90 H -4.850 -0.749 6.256
91 H -5.210 1.483 4.976
92 H -3.720 2.693 7.378
93 H -5.426 2.815 7.146
94 H -3.866 5.336 6.849
95 H -3.326 5.527 5.078
96 H -2.562 4.402 6.149
97 H -2.969 0.387 4.750
98 H -3.283 1.944 4.423
99 C 0.048 -5.194 -5.064
100 C 1.410 -4.827 -5.611
101 C 1.416 -4.962 -7.147
102 O 1.484 -6.309 -7.696
103 C 1.380 -6.459 -9.137
104 N 1.687 -3.496 -5.066
105 H 0.161 -5.343 -3.990
106 H -0.204 -6.110 -5.598
107 H -0.738 -4.454 -5.218
108 H 2.148 -5.515 -5.199
109 H 2.391 -4.585 -7.456
110 H 0.538 -4.449 -7.540
111 H 0.371 -6.089 -9.318
112 H 1.556 -7.469 -9.508
113 H 2.109 -5.809 -9.621
114 H 0.864 -2.925 -5.200
115 H 1.671 -3.623 -4.064
116 C 0.454 0.482 5.571
117 C -0.155 -0.023 6.925
118 C -0.175 1.108 8.042
119 O 1.155 1.562 8.136
120 C 1.440 2.311 9.305
121 N -1.497 -0.613 6.905
122 H 1.444 0.893 5.768
123 H -0.183 1.152 4.994
124 H 0.626 -0.393 4.943
125 H 0.554 -0.748 7.325
126 H -0.709 0.667 8.884
127 H -0.895 1.855 7.706
128 H 1.695 1.735 10.194
129 H 0.536 2.836 9.614
130 H 2.261 2.995 9.089
131 H -1.778 -0.964 7.810
132 H -2.188 0.057 6.601
133 C 2.328 6.929 4.185
134 C 1.511 5.811 3.506
135 C 0.837 4.759 4.477
136 O 1.757 4.270 5.404
137 C 1.543 4.609 6.699
138 N 0.467 6.422 2.714
139 H 3.266 6.655 4.670
140 H 1.750 7.349 5.007
141 H 2.402 7.666 3.385
142 H 2.144 5.166 2.896
143 H 0.511 3.911 3.875
144 H -0.074 5.159 4.923
145 H 1.677 5.668 6.921
146 H 2.266 4.100 7.336
147 H 0.578 4.239 7.044
148 H -0.092 5.703 2.278
149 H 0.858 6.924 1.929
150 C 4.408 2.324 -3.364
151 C 3.855 2.011 -1.969
152 C 2.997 3.166 -1.267
153 O 3.770 4.137 -0.586
154 C 4.224 3.733 0.718
155 N 3.077 0.804 -1.846
156 H 3.680 2.365 -4.174
157 H 5.085 1.521 -3.656
158 H 4.920 3.285 -3.422
159 H 4.665 1.926 -1.244
160 H 2.178 2.795 -0.650
161 H 2.394 3.548 -2.090
162 H 5.179 3.213 0.649
163 H 3.632 2.902 1.104
164 H 4.256 4.521 1.470
165 H 2.209 0.888 -2.356
166 H 2.824 0.726 -0.871
167 C -2.885 -0.434 -4.731
168 C -3.774 -1.604 -4.972
169 C -3.991 -1.797 -6.506
170 O -5.316 -1.359 -6.936
171 C -5.443 0.076 -6.891
172 N -3.070 -2.776 -4.444
173 H -3.225 0.405 -5.339
174 H -1.894 -0.608 -5.149
175 H -2.780 -0.150 -3.684
176 H -4.761 -1.492 -4.524
177 H -4.095 -2.854 -6.750
178 H -3.191 -1.414 -7.140
179 H -5.254 0.348 -5.852
180 H -6.451 0.380 -7.175
181 H -4.671 0.516 -7.522
182 H -2.086 -2.580 -4.564
183 H -3.171 -2.747 -3.439
184 C -2.232 -7.706 0.082
185 C -1.632 -7.332 1.421
186 C -2.050 -5.930 2.055
187 O -1.681 -4.909 1.116
188 C -0.561 -4.237 1.602
189 N -1.930 -8.502 2.407
190 H -1.781 -7.183 -0.761
191 H -3.287 -7.440 0.148
192 H -2.039 -8.757 -0.132
193 H -0.557 -7.304 1.245
194 H -1.936 -5.892 3.139
195 H -3.126 -6.105 2.058
196 H 0.061 -4.172 0.709
197 H -0.128 -4.685 2.496
198 H -0.898 -3.255 1.932
199 H -2.935 -8.588 2.453
200 H -1.752 -8.134 3.330
201 C -3.723 7.599 0.631
202 C -4.221 6.424 1.529
203 C -3.281 5.187 1.470
204 O -3.756 4.042 2.207
205 C -3.000 2.883 2.048
206 N -4.231 6.987 2.874
207 H -4.552 8.240 0.330
208 H -3.479 7.447 -0.420
209 H -3.005 8.283 1.083
210 H -5.226 6.108 1.252
211 H -2.275 5.490 1.760
212 H -3.302 4.996 0.397
213 H -3.536 1.974 2.322
214 H -2.089 2.763 2.634
215 H -2.678 2.645 1.034
216 H -3.298 7.357 2.992
217 H -4.272 6.185 3.486
218 C 4.274 -5.590 -2.719
219 C 4.582 -6.002 -1.213
220 C 3.607 -5.469 -0.111
221 O 4.036 -5.689 1.228
222 C 3.046 -5.349 2.260
223 N 4.585 -7.411 -1.090
224 H 3.248 -5.715 -3.067
225 H 4.960 -6.064 -3.421
226 H 4.452 -4.528 -2.884
227 H 5.614 -5.883 -0.884
228 H 2.672 -5.961 -0.380
229 H 3.416 -4.407 -0.266
230 H 2.465 -6.267 2.348
231 H 2.444 -4.467 2.043
232 H 3.581 -5.316 3.209
233 H 4.526 -7.500 -0.086
234 H 3.684 -7.727 -1.421
235 O 4.400 -1.860 -2.498
236 H 3.990 -1.042 -2.218
237 H 3.680 -2.378 -2.858

Computed properties:
HOMO-LUMO gap (spin up / spin down)	8.10 / 2.44	eV
total charge	0
multiplicity	2
expectation value of S²	0.76
HOMO (spin up / spin down)	-8.611 / -8.611	eV

---

The following is a DFT calculation (ωB97M-V/def2-TZVPD) of C2H9N3O as an isolated structure in a non-equilibrium geometry.

CARTESIAN COORDINATES (ANGSTROEM)
1 C -0.754 -0.414 -0.077
2 C 1.760 0.149 1.332
3 N 0.049 -0.056 -1.088
4 N 0.997 -0.872 0.647
5 N -1.869 0.209 -1.780
6 O -1.210 0.508 0.792
7 H -2.033 0.184 1.182
8 H 0.337 0.915 -0.953
9 H 1.570 -1.417 0.009
10 H -1.194 -1.400 -0.070
11 H -1.676 -0.284 -2.650
12 H -1.865 1.208 -1.990
13 H 1.082 0.818 1.869
14 H 2.406 -0.310 2.095
15 H 2.401 0.762 0.683

Computed properties:
HOMO-LUMO gap (spin up / spin down)	8.17 / 8.41	eV
total charge	0
HOMO (spin up / spin down)	-7.452 / -7.651	eV